(1)
Density functional theory data (ωB97M-V with the def2-TZVPD basis set) for one molecule with the formula C17H25N3O4S.

Output
Total charge = 0
HOMO = -8.970 eV
Energy relative to the best compared isomer or geometry (same formula, charge and spin) = 106.4 kJ/mol
Max |F| = 0.88 eV Å⁻¹
SMILES string = Cc1ccc(S(=O)(=O)NCC(=O)NCC(=O)N2CCC(C)CC2)cc1

Geometry as XYZ:
```
50
Properties=species:S:1:pos:R:3:nbo_charge:R:1
C 4.3340 4.3598 0.2021 -0.628
C 3.9687 2.9182 0.0190 0.000
C 4.6498 1.9303 0.7250 -0.205
C 4.3328 0.5954 0.5560 -0.198
C 3.3248 0.2502 -0.3204 -0.217
C 2.6400 1.2079 -1.0373 -0.198
C 2.9638 2.5423 -0.8640 -0.209
H 2.4284 3.3003 -1.4174 0.209
H 1.8586 0.8937 -1.7105 0.234
S 2.9439 -1.4720 -0.5596 2.290
O 1.6700 -1.6137 -1.2133 -0.948
O 4.0857 -2.1011 -1.1648 -0.942
N 2.8545 -2.1053 0.9995 -0.855
H 3.4810 -2.8900 1.0919 0.412
C 1.5207 -2.3452 1.5012 -0.310
C 0.6875 -1.1142 1.1510 0.683
O 1.1336 0.0129 1.2477 -0.643
N -0.5742 -1.3714 0.7839 -0.606
C -1.4410 -0.3376 0.2789 -0.316
H -1.6098 0.4113 1.0602 0.223
H -0.9671 0.1519 -0.5805 0.225
C -2.7509 -1.0037 -0.1373 0.684
O -2.8870 -2.2099 -0.0161 -0.648
N -3.7084 -0.2131 -0.6508 -0.427
C -3.6746 1.2267 -0.7593 -0.209
H -2.6770 1.6071 -0.5515 0.217
C -4.6962 1.8459 0.1979 -0.406
H -4.6771 2.9318 0.0951 0.213
C -6.0990 1.3100 -0.0978 -0.216
C -7.1212 1.8816 0.8794 -0.597
H -6.8719 1.5988 1.8997 0.204
H -8.1161 1.5057 0.6534 0.210
H -7.1420 2.9673 0.8197 0.209
C -6.0701 -0.2186 -0.0347 -0.405
C -5.0048 -0.7759 -0.9771 -0.223
H -4.9296 -1.8599 -0.8839 0.249
H -5.2478 -0.5199 -2.0141 0.188
H -7.0440 -0.6264 -0.3084 0.214
H -5.8437 -0.5358 0.9852 0.204
H -6.3784 1.6116 -1.1141 0.193
H -4.4225 1.5964 1.2252 0.201
H -3.9365 1.4948 -1.7904 0.194
H -0.9214 -2.3075 0.6048 0.431
H 1.0623 -3.2432 1.0685 0.196
H 1.5664 -2.4472 2.5906 0.227
H 4.8475 -0.1809 1.0984 0.228
H 5.4316 2.2148 1.4143 0.211
H 5.2700 4.5749 -0.3135 0.223
H 4.4745 4.5891 1.2562 0.220
H 3.5643 5.0122 -0.2014 0.215
```

(2)
Density functional theory data (ωB97M-V with the def2-TZVPD basis set) for a 4-piece molecular cluster, C33H38N2O17PS overall in a non-equilibrium geometry.

Output
Total charge = -1
HOMO = -4.129 eV
Max |F| = 8.86 eV Å⁻¹

Geometry as XYZ:
```
92
Properties=species:S:1:pos:R:3:lowdin_charge:R:1
C -2.4371 2.2848 -4.3128 -0.146
C -2.4017 3.8392 -3.7852 -0.254
C -0.8498 4.3500 -3.6494 -0.168
C -0.1605 3.9767 -2.1720 -0.186
O 0.0616 2.5337 -2.0175 -0.132
C 0.2846 2.1592 -0.5924 -0.348
C 1.3854 3.0833 0.1855 -0.102
C 0.7869 4.3263 1.0633 -0.188
C 1.4035 5.7691 0.4845 -0.095
C 0.1278 6.8504 0.4625 -0.265
O -0.2763 7.4779 -0.6704 -0.050
O -0.6337 7.2283 1.6925 -0.048
C 0.7742 0.5604 -0.6627 -0.448
O 1.8831 0.0851 -0.0943 -0.162
O -0.0291 -0.4326 -1.4511 -0.290
N -1.0865 2.0951 0.1134 -0.303
N -2.0903 1.7539 -0.7916 0.004
C -3.1854 2.5555 -0.4482 -0.542
S -4.6398 3.2255 0.1603 0.542
P -1.0295 0.8892 1.4244 1.009
C -2.6445 -0.1153 1.5891 -0.409
C -2.8535 -1.2865 0.4572 -0.189
C -0.4818 1.6264 3.0977 -0.389
C -1.3980 2.9172 3.5253 -0.194
H -2.2855 1.4881 -3.4676 0.078
H -3.4751 2.1129 -4.8637 0.073
H -1.6048 2.1982 -5.1568 0.069
H -3.0184 4.0313 -2.8092 0.085
H -2.9026 4.5023 -4.6365 0.103
H -0.1857 3.8830 -4.5166 0.116
H -0.7635 5.5295 -3.7989 0.115
H 0.9233 4.4753 -2.2225 0.115
H -0.7340 4.4902 -1.2823 0.126
H 2.1049 2.4753 0.9195 0.130
H 2.1239 3.5479 -0.6295 0.128
H 1.2222 4.2459 2.1703 0.115
H -0.3747 4.4556 1.0359 0.094
H 2.1970 6.2460 1.2127 0.125
H 1.7662 5.6980 -0.6265 0.105
H -1.3777 6.5557 1.7907 0.115
H -2.6283 -0.6751 2.6430 0.089
H -3.5743 0.5999 1.5618 0.046
H -1.8913 -1.9657 0.4598 0.079
H -3.0194 -0.7867 -0.6125 0.076
H -3.8087 -1.9550 0.6557 0.068
H 0.6699 1.8339 3.1236 0.084
H -0.6828 0.7824 3.9178 0.053
H -2.1996 3.1628 2.6884 0.057
H -1.9940 2.6979 4.5134 0.064
H -0.6754 3.8155 3.7271 0.055
C -1.0261 -1.8231 -9.0425 0.069
C -1.8645 -0.9776 -8.4400 -0.208
C -1.5553 -0.4043 -7.1009 -0.290
O -2.3362 0.3848 -6.5807 0.091
C -0.3058 -0.8202 -6.4449 0.097
C 0.5307 -1.6684 -7.0460 -0.208
C 0.2346 -2.2199 -8.3966 -0.312
O 1.0317 -2.9832 -8.9315 0.092
O 1.7054 -2.0657 -6.4340 0.085
O -3.0526 -0.6021 -9.0397 0.072
H -1.2372 -2.2457 -10.0167 0.132
H -0.1020 -0.4099 -5.4641 0.149
H 2.1362 -2.6784 -7.0692 0.113
H -3.4804 0.0152 -8.4071 0.114
C 2.2207 -2.0697 5.0547 0.072
C 2.8312 -2.7401 6.0338 -0.214
C 2.1606 -2.9811 7.3413 -0.309
O 2.7395 -3.6168 8.2152 0.095
C 0.8093 -2.4321 7.5343 0.073
C 0.2003 -1.7588 6.5564 -0.201
C 0.8602 -1.5418 5.2397 -0.270
O 0.2679 -0.9348 4.3537 0.086
O -1.0685 -1.2378 6.7319 0.079
O 4.1110 -3.2369 5.8682 0.062
H 2.6956 -1.8892 4.0985 0.139
H 0.3404 -2.5991 8.4956 0.134
H -1.2896 -0.7977 5.8823 0.111
H 4.3297 -3.6822 6.7156 0.120
C 1.5180 -5.5214 1.6747 0.094
C 1.4741 -6.7506 1.1573 -0.207
C 2.3601 -7.8352 1.6635 -0.310
O 2.2838 -8.9596 1.1811 0.095
C 3.3100 -7.5042 2.7372 0.072
C 3.3562 -6.2740 3.2522 -0.200
C 2.4511 -5.1973 2.7648 -0.274
O 2.5042 -4.0812 3.2704 0.109
O 4.2483 -5.9555 4.2595 0.078
O 0.6015 -7.0620 0.1308 0.081
H 0.8781 -4.7242 1.3178 0.147
H 3.9605 -8.2971 3.0836 0.134
H 4.0862 -5.0082 4.4616 0.086
H 0.7595 -8.0108 -0.0671 0.114
```

(3)
Density functional theory data (ωB97M-V with the def2-TZVPD basis set) for a 2-piece molecular cluster, C3H6N2O5 overall in a non-equilibrium geometry.

Output
Total charge = 0
HOMO = -10.808 eV
Energy relative to the best compared isomer or geometry (same formula, charge and spin) = 428.3 kJ/mol
Max |F| = 3.57 eV Å⁻¹
SMILES string = CC=C([N+](=O)[O-])[N+](=O)[O-].O

Geometry as XYZ:
```
16
Properties=species:S:1:pos:R:3:nbo_charge:R:1
C 0.3100 1.4742 -0.0322 -0.689
C -0.0228 0.3346 0.8233 -0.085
C 0.8408 -0.5524 1.2617 0.089
N 0.4359 -1.7958 1.9759 0.525
N 2.2397 -0.5357 0.8606 0.528
O 1.0141 -2.8195 1.7766 -0.307
O -0.5776 -1.6489 2.6817 -0.391
O 3.0399 -0.6889 1.6942 -0.313
O 2.4086 -0.3721 -0.3215 -0.374
O -0.4664 -1.9124 -1.0591 -0.929
H -1.2024 -1.3749 -0.9139 0.462
H 0.4519 0.9217 -1.0024 0.266
H -0.5218 2.2735 -0.0695 0.234
H 1.1573 2.1007 0.4419 0.250
H -1.1317 0.2897 1.1670 0.260
H -0.1280 -1.7284 -1.8987 0.474
```

(4)
Density functional theory data (ωB97M-V with the def2-TZVPD basis set) for C15H35AgN6O8 as an isolated structure in a non-equilibrium geometry.

Output
Total charge = 0
HOMO = -6.958 eV
Energy relative to the best compared isomer or geometry (same formula, charge and spin) = 10.8 kJ/mol
Max |F| = 1.66 eV Å⁻¹

Geometry as XYZ:
```
65
Properties=species:S:1:pos:R:3:nbo_charge:R:1
Ag 19.2973 10.8073 0.4625 0.926
N 17.3613 9.8711 -2.4110 0.701
O 16.2434 9.3310 -2.5402 -0.525
O 17.9038 10.4625 -3.3840 -0.536
O 17.9710 9.8172 -1.3049 -0.612
C 23.2514 10.4479 -0.8276 -0.715
C 22.7289 10.0430 0.5361 0.697
O 21.5451 9.8183 0.6921 -0.655
N 23.6838 9.9041 1.4977 -0.615
C 23.4103 9.5022 2.8471 -0.422
H 22.5381 11.1287 -1.2846 0.267
H 23.2932 9.5225 -1.4067 0.237
H 24.2501 10.8825 -0.8083 0.203
H 24.6016 9.8113 1.0983 0.391
H 22.3524 9.2590 2.9210 0.231
H 23.5687 10.3049 3.5717 0.195
H 23.9932 8.6396 3.1696 0.196
C 21.0112 14.8455 -1.3096 -0.713
C 19.9351 13.8078 -1.0404 0.693
O 20.2630 12.6626 -0.7483 -0.670
N 18.6443 14.1934 -0.9976 -0.606
C 18.0221 15.5078 -0.9455 -0.409
H 21.5844 14.6343 -2.2078 0.248
H 21.6690 14.9220 -0.4419 0.233
H 20.6477 15.8748 -1.3881 0.207
H 18.0342 13.4012 -0.8306 0.418
H 18.0559 15.8501 0.0907 0.189
H 17.0490 15.4625 -1.4244 0.217
H 18.6015 16.2248 -1.5291 0.206
C 15.3588 12.2908 -0.7332 -0.732
C 16.1455 12.5072 0.5356 0.698
O 17.1693 11.8778 0.8068 -0.667
N 15.7881 13.5422 1.3385 -0.627
C 14.4618 14.1356 1.3660 -0.418
H 15.8672 11.5646 -1.3650 0.289
H 15.3231 13.2675 -1.2159 0.218
H 14.4031 11.8361 -0.4742 0.242
H 16.3547 13.7622 2.1381 0.396
H 14.4649 15.1161 0.8766 0.191
H 14.1598 14.3328 2.3978 0.202
H 13.7053 13.4811 0.9472 0.216
C 20.2074 13.8986 2.9198 -0.716
C 19.4878 12.6087 3.2091 0.687
O 19.9392 11.5325 2.8443 -0.649
N 18.3362 12.6861 3.9319 -0.616
C 17.5765 11.5271 4.3114 -0.429
H 19.6187 14.7114 2.4879 0.219
H 21.0207 13.6947 2.2285 0.250
H 20.5977 14.2887 3.8635 0.230
H 18.0325 13.6022 4.2135 0.383
H 17.4989 11.3764 5.3913 0.190
H 18.0633 10.6367 3.9248 0.254
H 16.5704 11.5354 3.8891 0.201
C 19.7596 8.2972 3.8384 -0.708
C 19.2477 8.0102 2.4353 0.689
O 18.7192 8.8615 1.7357 -0.670
N 19.2816 6.7314 2.0517 -0.593
C 19.0581 6.2841 0.6637 -0.421
H 20.4137 9.1629 3.7668 0.251
H 20.3834 7.4763 4.1989 0.199
H 18.9251 8.4458 4.5167 0.232
H 19.7637 6.0814 2.6465 0.381
H 18.9442 7.1355 0.0013 0.263
H 18.2906 5.5202 0.6120 0.202
H 20.0243 5.8354 0.4075 0.187
```

(5)
Density functional theory data (ωB97M-V with the def2-TZVPD basis set) for an isolated ion of composition C3H6Cl2N3 and charge +1 in a non-equilibrium geometry.

Output
Total charge = +1
HOMO = -13.710 eV
Energy relative to the best compared isomer or geometry (same formula, charge and spin) = 105.1 kJ/mol
Max |F| = 6.87 eV Å⁻¹
SMILES string = NCC(Cl)=[N+]=C(N)Cl

Geometry as XYZ:
```
14
Properties=species:S:1:pos:R:3:nbo_charge:R:1
C -1.0821 1.3254 -0.2080 -0.280
C 1.5242 -0.6026 1.4228 0.478
C -0.5134 0.7767 1.0526 0.407
N -1.1240 0.5861 -1.4645 -0.798
N 1.7282 -1.9220 1.6560 -0.740
N 0.3781 -0.1263 1.1093 -0.486
Cl 2.9251 0.3458 1.4403 0.149
Cl -0.9633 1.6655 2.4891 0.112
H -2.1077 1.6505 -0.1338 0.264
H -0.3192 2.1517 -0.0154 0.235
H -1.6760 0.9860 -2.1342 0.396
H 1.1006 -2.7295 1.6292 0.448
H 2.6963 -2.2955 1.7182 0.436
H -0.1184 0.2956 -1.7402 0.381
```

(6)
Density functional theory data (ωB97M-V with the def2-TZVPD basis set) for one molecule with the formula C4H6N2 in a non-equilibrium geometry.

Output
Total charge = 0
HOMO = -9.665 eV
Energy relative to the best compared isomer or geometry (same formula, charge and spin) = 326.6 kJ/mol
Max |F| = 1.48 eV Å⁻¹
SMILES string = CN1C[C@H]1C#N

Geometry as XYZ:
```
12
Properties=species:S:1:pos:R:3:nbo_charge:R:1
C 0.9758 -1.4899 -0.0671 -0.413
N -0.2943 -0.7732 0.0642 -0.352
C -0.6536 0.3545 -0.7767 -0.227
C -0.1718 0.5616 0.6226 -0.187
C -1.1152 1.5508 1.1028 0.255
N -1.6090 2.5918 0.9489 -0.325
H 1.1491 -2.0755 0.8457 0.212
H 1.8374 -0.8235 -0.2310 0.173
H 0.9064 -2.1795 -0.9145 0.215
H -1.7373 0.3655 -0.8949 0.216
H -0.1479 1.0304 -1.4620 0.215
H 0.8604 0.8870 0.7620 0.221
```

E for the records above, in order: -1526.244490 -3407.972919 -603.364838 -1669.909156 -1202.267101 -265.411182 hartree
Gap between HOMO and LUMO for the records above, in order: 9.64 4.03 10.09 7.14 9.13 10.49 eV
LUMO energy for the records above, in order: 0.67 -0.10 -0.72 0.19 -4.58 0.82 eV